Molecular formula: C29H26F3NO6PPdS2Sb
Method: DFT, the ωB97M-V functional and the def2-TZVPD basis

Computed properties:
- Relative energy (zero: lowest compared OMol25 entry of this formula, charge and spin): 14.1 kJ/mol
- Orbital gap (spin up / spin down): 6.843 / 7.159 eV
- Net charge: -1
- Lowest unoccupied orbital energy (spin up / spin down): 2.24 / 2.24 eV
- 2S+1: 2

```
70
Properties=species:S:1:pos:R:3:forces:R:3
Pd 0.1042 -0.1582 -0.9595 0.213 0.116 -0.272
O -0.8502 -1.7661 -2.1827 -0.022 0.046 0.018
C -1.4385 -1.5734 -3.2421 -0.079 -0.047 0.048
C -1.9244 -0.3453 -3.8201 -0.004 0.001 -0.054
C -2.5334 -0.4824 -5.0717 0.014 0.055 0.040
C -3.0469 0.6010 -5.7414 0.021 -0.025 0.078
C -2.9723 1.8921 -5.1721 0.012 -0.020 0.043
C -2.3956 2.0570 -3.9552 -0.075 0.066 -0.093
C -1.8394 0.9612 -3.1965 0.085 0.080 0.132
O -1.3315 1.2022 -2.0751 -0.083 -0.147 0.007
N -3.6672 0.4194 -7.0262 0.026 -0.068 -0.151
O -4.1083 1.4055 -7.6012 -0.014 0.013 0.040
O -3.7228 -0.7089 -7.4984 -0.016 0.032 0.043
H -1.6572 -2.4622 -3.8620 0.029 0.002 -0.001
H -2.6030 -1.4609 -5.5290 -0.002 -0.006 -0.007
H -3.3815 2.7292 -5.7193 0.000 -0.001 -0.006
H -2.3297 3.0341 -3.4944 0.002 0.002 -0.006
C 5.9835 0.3578 -0.3862 0.040 -0.015 -0.029
C 4.7933 1.1452 0.1090 -0.059 0.044 0.037
O 4.1059 1.7490 -0.9972 0.044 0.056 -0.018
P 2.6467 1.1817 -1.3822 -0.009 -0.086 0.028
S 1.3533 1.6933 0.0674 0.045 -0.036 0.006
S 2.7030 -0.7488 -1.7772 -0.128 0.054 0.116
O 2.4019 2.0175 -2.7204 -0.007 -0.015 0.031
C 1.5160 3.1444 -2.8124 -0.020 -0.007 -0.027
C 2.1740 4.4101 -2.3093 0.008 0.012 0.006
H 6.5323 -0.0629 0.4594 -0.001 -0.005 0.000
H 6.6582 1.0001 -0.9543 -0.004 0.002 0.004
H 5.6495 -0.4559 -1.0293 -0.008 -0.001 0.009
H 5.0975 1.9630 0.7655 0.003 -0.011 -0.003
H 4.1051 0.5049 0.6673 0.011 -0.008 -0.008
H 0.5972 2.9258 -2.2660 0.012 -0.014 0.002
H 1.2787 3.2185 -3.8741 -0.009 0.004 0.005
H 2.3962 4.3265 -1.2454 0.000 -0.008 0.009
H 1.5003 5.2578 -2.4545 0.003 -0.004 -0.003
H 3.1031 4.6049 -2.8468 -0.004 -0.008 -0.001
F -0.3655 3.7978 5.2907 -0.001 0.005 0.000
C -0.6428 2.7669 4.4579 -0.001 -0.018 -0.002
C -0.6965 1.4907 4.9818 0.004 0.030 -0.002
C -0.9796 0.4379 4.1226 -0.013 -0.034 -0.020
C -1.2050 0.6557 2.7647 0.058 0.091 0.086
C -1.1461 1.9618 2.2819 -0.020 -0.004 -0.063
C -0.8612 3.0296 3.1221 0.007 -0.003 0.031
Sb -1.6394 -0.9101 1.3791 -0.125 -0.172 -0.068
C 0.3078 -1.8090 1.3392 0.018 0.022 -0.023
C 1.4006 -1.2800 2.0244 0.002 -0.007 0.036
C 2.6461 -1.8851 1.9562 -0.008 -0.025 -0.013
C 2.7829 -3.0233 1.1872 -0.012 0.011 -0.001
F 3.9974 -3.6130 1.1129 0.002 -0.004 -0.002
C 1.7321 -3.5750 0.4856 0.025 0.003 0.021
C 0.4940 -2.9529 0.5617 0.009 -0.012 0.014
C -2.3928 -2.2744 2.8969 0.044 0.078 -0.029
C -1.5899 -3.1708 3.5963 0.043 -0.025 0.005
C -2.1199 -4.0084 4.5709 -0.025 -0.001 0.010
C -3.4717 -3.9334 4.8358 0.005 0.022 -0.024
F -3.9985 -4.7432 5.7851 -0.001 -0.005 0.003
C -4.3082 -3.0651 4.1641 0.028 -0.028 0.017
C -3.7541 -2.2434 3.1912 -0.046 0.012 0.012
H -0.5187 1.3349 6.0376 0.001 -0.001 0.000
H -1.0246 -0.5673 4.5259 -0.005 -0.002 -0.002
H -1.3070 2.1566 1.2268 0.001 -0.005 0.005
H -0.7985 4.0439 2.7522 0.000 0.000 -0.003
H 1.2912 -0.3696 2.6008 -0.002 -0.003 -0.005
H 3.5062 -1.4782 2.4715 0.000 0.002 0.000
H 1.8945 -4.4502 -0.1286 -0.002 -0.001 0.000
H -0.3269 -3.3593 -0.0181 -0.010 0.011 0.000
H -0.5277 -3.2258 3.3832 -0.009 0.010 -0.006
H -1.5021 -4.7080 5.1184 -0.004 -0.002 0.003
H -5.3639 -3.0438 4.3995 -0.001 0.000 0.002
H -4.4099 -1.5638 2.6561 0.013 0.002 -0.006
```
Forces are in eV/Å.